Entry 1:
Below is one molecule with the formula C2H3F2IO in a non-equilibrium geometry, with properties calculated with ωB97M-V/def2-TZVPD.

Atoms and positions in Å:
O  0.206  1.454  -0.624
C  -0.335  0.613  0.356
I  -2.415  0.154  -0.200
C  0.575  -0.891  0.214
F  1.854  -0.627  0.338
F  0.442  -1.341  -0.992
H  -0.136  1.244  -1.466
H  -0.229  1.002  1.425
H  0.038  -1.608  0.949

Output
- HOMO-LUMO gap (eV) = 9.991
- 2S+1 = 1
- LUMO (eV) = 0.1528

***

Entry 2:
Below is one molecule with the formula C2H3F2N in a non-equilibrium geometry, with properties calculated with ωB97M-V/def2-TZVPD.

Atoms and positions in Å:
F  -2.108  1.233  0.046
C  -1.535  0.097  -0.076
F  -2.517  -0.935  0.142
C  -0.094  -0.190  0.442
N  -0.487  -0.254  -0.997
H  0.636  0.650  0.726
H  0.188  -1.070  1.011
H  0.034  0.401  -1.483

Output
- HOMO-LUMO gap (eV) = 11.165
- 2S+1 = 1
- LUMO (eV) = 0.9894

***

Entry 3:
Below is a 2-piece molecular cluster, C2H3F2NO overall in a non-equilibrium geometry, with properties calculated with ωB97M-V/def2-TZVPD.

Atoms and positions in Å:
C  -1.687  0.568  -0.310
C  -1.640  -0.878  -0.436
N  2.228  -0.041  0.204
O  -1.704  -0.377  0.726
F  0.902  -0.309  -0.221
F  2.304  -0.895  1.345
H  -0.731  1.036  -0.480
H  -2.514  1.308  -0.289
H  2.842  -0.411  -0.538

Output
- HOMO-LUMO gap (eV) = 10.501
- 2S+1 = 1
- LUMO (eV) = 0.8481

***

Entry 4:
Below is one molecule with the formula C2H3F2NO in a non-equilibrium geometry, with properties calculated with ωB97M-V/def2-TZVPD.

Atoms and positions in Å:
F  -2.722  -1.097  1.143
N  -2.128  -0.963  -0.145
F  -2.855  -0.075  -0.836
C  -0.593  -0.362  0.229
C  0.507  -0.396  -0.714
O  0.371  -1.364  0.341
H  -0.693  0.285  1.029
H  0.522  -0.698  -1.798
H  1.264  0.390  -0.522

Output
- HOMO-LUMO gap (eV) = 11.274
- 2S+1 = 1
- LUMO (eV) = 0.9221

***

Entry 5:
Below is a 2-piece molecular cluster, C2H3F2NO overall in a non-equilibrium geometry, with properties calculated with ωB97M-V/def2-TZVPD.

Atoms and positions in Å:
C  -0.445  -1.115  -0.966
C  0.037  1.011  0.953
N  0.242  0.016  -0.986
O  -1.337  -1.457  -0.254
F  1.005  1.910  1.016
F  0.273  0.020  1.759
H  -0.009  -1.813  -1.741
H  -1.003  1.280  1.190
H  1.238  0.148  -0.970

Output
- HOMO-LUMO gap (eV) = 9.625
- 2S+1 = 1
- LUMO (eV) = -0.2543

***

Entry 6:
Below is a 3-piece molecular cluster, C2H3F2NO2S overall in a non-equilibrium geometry, with properties calculated with ωB97M-V/def2-TZVPD.

Atoms and positions in Å:
C  0.763  -1.832  -0.726
C  -1.303  1.247  -0.083
N  0.424  -0.847  -1.192
O  -3.954  4.045  2.565
O  -1.661  3.269  2.933
F  -2.353  1.140  0.753
F  -1.125  2.566  -0.276
S  -2.815  3.294  2.092
H  0.949  -2.888  -0.561
H  -1.544  0.738  -1.006
H  -0.332  0.939  0.280

Output
- HOMO-LUMO gap (eV) = 10.729
- 2S+1 = 1
- LUMO (eV) = -0.4967

***

Entry 7:
Below is a 2-piece molecular cluster, C2H3F2NOS overall in a non-equilibrium geometry, with properties calculated with ωB97M-V/def2-TZVPD.

Atoms and positions in Å:
C  -0.288  -0.807  -0.307
C  -0.379  0.568  0.159
N  0.826  -0.971  -0.950
O  -1.262  -1.516  -0.269
F  0.461  1.555  -0.246
F  1.258  -0.131  1.659
S  -1.641  1.020  1.188
H  1.518  -0.246  -0.950
H  0.744  -1.708  -1.708
H  -1.238  2.235  1.422

Output
- HOMO-LUMO gap (alpha / beta) (eV) = 7.905 / 7.899
- 2S+1 = 1
- LUMO (alpha / beta) (eV) = -2.0948 / -2.0951

***

Entry 8:
Below is a 2-piece molecular cluster, C2H3F2P overall in a non-equilibrium geometry, with properties calculated with ωB97M-V/def2-TZVPD.

Atoms and positions in Å:
F  1.550  -1.704  -0.872
C  0.614  -0.673  -0.774
P  -0.934  -0.171  -0.977
C  0.690  0.743  -0.376
H  0.864  1.034  0.644
H  1.003  1.320  -1.198
F  -1.524  -0.515  1.597
H  -2.263  -0.033  1.955

Output
- HOMO-LUMO gap (eV) = 9.285
- 2S+1 = 1
- LUMO (eV) = 0.4602

***

no.,electronic energy (eV)
1,-17704.5182
2,-9045.7955
3,-11087.1125
4,-11089.2239
5,-11092.1785
6,-23976.1064
7,-21927.4467
8,-16843.3614